Molecular formula: C4H13N5
Method: DFT, the ωB97M-V functional and the def2-TZVPD basis

The value obtained for the electronic energy is -11808.7567 eV. The calculation puts the HOMO-LUMO gap at 9.363 eV. For the energy above the lowest of the compared OMol25 structures with the same formula, charge and spin, the calculation gives 4.0 kcal/mol. As for the SMILES: [H]/N=C(/C)NC.N=C(N)N. The HOMO energy comes out at -8.61 eV.

The geometry in ORCA input format:
```
! RIJCOSX wB97M-V def2-TZVPD def2/J DEFGRID3
* xyz 0 1
C -1.683 -1.017 -0.627
N -0.872 -0.385 0.389
C 0.364 1.765 -0.818
N 0.254 2.818 0.041
N -0.314 1.748 -1.912
H -1.110 0.573 0.616
H 0.015 2.561 0.992
H -0.453 3.471 -0.285
H 0.070 1.037 -2.537
H -2.621 -0.474 -0.770
H -1.903 -2.061 -0.395
H -1.133 -1.007 -1.573
C 0.496 -2.449 0.932
C 0.305 -0.953 0.998
N 1.500 1.006 -0.595
N 0.957 -0.316 1.913
H 2.142 1.338 0.115
H 1.603 0.135 -1.105
H 0.769 0.681 1.830
H 1.481 -2.726 1.316
H -0.256 -2.928 1.564
H 0.388 -2.816 -0.090
*
```

natural (NBO) population analysis, charges in e, atoms 1 to 4: C -0.40; N -0.65; C 0.56; N -0.83

=====

Molecular formula: C5H5NO
Method: DFT, the ωB97M-V functional and the def2-TZVPD basis

The value obtained for the electronic energy is -8800.3389 eV. The calculation puts the HOMO-LUMO gap at 9.596 eV. For the energy above the lowest of the compared OMol25 structures with the same formula, charge and spin, the calculation gives 71.0 kcal/mol. As for the SMILES: C=C=C(O)CC#N. The HOMO energy comes out at -9.22 eV.

The geometry in ORCA input format:
```
! RIJCOSX wB97M-V def2-TZVPD def2/J DEFGRID3
* xyz 0 1
O -0.057 0.586 -1.944
C -0.010 -0.063 -0.768
C -1.355 -0.223 -0.128
C -1.350 -0.492 1.320
N -1.424 -0.713 2.453
C 1.120 -0.509 -0.221
C 1.834 0.220 0.626
H 0.837 0.495 -2.312
H 1.410 1.195 0.836
H -1.992 0.644 -0.334
H -1.765 -1.088 -0.645
H 2.753 -0.052 1.118
*
```

natural (NBO) population analysis, charges in e, atoms 1 to 4: O -0.65; C 0.40; C -0.58; C 0.29

=====

Molecular formula: C25H54N4O29
Method: DFT, the ωB97M-V functional and the def2-TZVPD basis

The value obtained for the electronic energy is -92125.2641 eV. The calculation puts the HOMO-LUMO gap at 9.514 eV. For the energy above the lowest of the compared OMol25 structures with the same formula, charge and spin, the calculation gives 56.8 kcal/mol. As for the SMILES: C[N+](=O)[O-].C[N+](=O)[O-].C[N+](=O)[O-].C[N+](=O)[O-].COC(=O)OC.COC(=O)OC.COC(=O)OC.COC(=O)OC.COC(=O)OC.COC(=O)OC.COC(=O)OC. The HOMO energy comes out at -10.11 eV.

The geometry in ORCA input format:
```
! RIJCOSX wB97M-V def2-TZVPD def2/J DEFGRID3
* xyz 0 1
C -2.098 -2.958 4.661
N -2.132 -2.161 5.937
O -3.012 -2.361 6.756
O -1.269 -1.322 6.059
H -2.691 -3.859 4.815
H -1.072 -3.316 4.707
H -2.446 -2.432 3.782
C 2.473 -5.334 2.289
N 1.713 -4.264 1.605
O 0.502 -4.321 1.622
O 2.317 -3.326 1.131
H 3.095 -4.826 3.019
H 3.075 -5.882 1.565
H 1.775 -6.066 2.681
C -0.886 0.952 -2.821
N -0.521 1.239 -1.419
O -1.407 1.610 -0.686
O 0.620 0.993 -1.077
H -0.001 0.937 -3.449
H -1.678 1.577 -3.218
H -1.237 -0.082 -2.780
C 0.541 -1.215 1.137
N -0.865 -1.198 0.650
O -0.985 -1.491 -0.525
O -1.757 -1.036 1.451
H 0.763 -0.294 1.680
H 1.266 -1.204 0.331
H 0.705 -2.015 1.853
C -2.935 2.581 1.954
O -3.279 3.805 1.336
C -4.123 4.568 2.011
O -4.473 4.426 3.155
O -4.558 5.532 1.210
C -5.611 6.395 1.689
H -3.715 1.971 2.400
H -2.107 2.764 2.645
H -2.408 1.943 1.240
H -5.288 6.955 2.569
H -6.378 5.754 2.128
H -5.825 6.953 0.789
C 2.543 -0.820 4.179
O 3.653 -1.668 4.482
C 4.615 -1.185 5.255
O 4.603 -0.186 5.897
O 5.673 -1.984 5.086
C 6.801 -1.708 5.919
H 2.773 0.221 4.407
H 1.668 -1.166 4.727
H 2.441 -0.911 3.099
H 6.829 -2.430 6.733
H 6.730 -0.726 6.384
H 7.695 -1.758 5.305
C 4.832 -1.524 2.272
O 5.088 -1.036 0.957
C 4.222 -0.167 0.482
O 3.200 0.188 1.017
O 4.722 0.395 -0.627
C 3.810 1.272 -1.275
H 5.434 -2.426 2.339
H 3.796 -1.790 2.475
H 5.098 -0.813 3.054
H 4.350 1.774 -2.076
H 3.472 2.084 -0.628
H 2.926 0.775 -1.665
C -4.367 -0.843 -2.253
O -4.853 0.422 -2.682
C -4.451 0.959 -3.826
O -3.906 0.399 -4.727
O -4.888 2.223 -3.748
C -4.503 3.053 -4.819
H -5.044 -1.189 -1.479
H -3.368 -0.683 -1.839
H -4.315 -1.540 -3.089
H -4.861 4.065 -4.662
H -4.796 2.693 -5.809
H -3.411 3.086 -4.920
C 1.580 2.906 1.811
O 1.583 4.242 2.300
C 0.514 5.003 2.168
O -0.508 4.626 1.650
O 0.761 6.186 2.697
C -0.160 7.219 2.407
H 2.607 2.552 1.811
H 1.249 2.821 0.776
H 0.952 2.368 2.523
H -1.209 6.933 2.466
H 0.135 7.775 1.519
H -0.093 7.963 3.208
C -0.742 -4.306 -6.539
O -1.415 -4.165 -5.297
C -2.728 -3.944 -5.259
O -3.513 -4.301 -6.071
O -3.046 -3.355 -4.104
C -1.959 -3.135 -3.217
H 0.306 -4.100 -6.343
H -1.034 -3.527 -7.246
H -0.873 -5.278 -7.009
H -1.647 -4.093 -2.793
H -2.232 -2.500 -2.379
H -1.079 -2.715 -3.699
C 0.103 -0.454 -6.511
O 0.495 -0.181 -5.178
C 1.017 -1.174 -4.462
O 1.021 -2.336 -4.725
O 1.529 -0.578 -3.377
C 2.390 -1.354 -2.557
H 0.770 -1.142 -7.028
H -0.019 0.462 -7.083
H -0.896 -0.902 -6.490
H 3.266 -0.766 -2.278
H 2.668 -2.332 -2.937
H 1.909 -1.468 -1.579
*
```

Mulliken population analysis, charges in e, atoms 1 to 4: C -0.63; N 0.90; O -0.55; O -0.52

=====

Molecular formula: C27H29FN2O3SbSe5W
Method: DFT, the ωB97M-V functional and the def2-TZVPD basis

The value obtained for the electronic energy is -375405.2594 eV. The calculation puts the HOMO-LUMO gap (alpha / beta) at 4.516 / 4.616 eV. For the energy above the lowest of the compared OMol25 structures with the same formula, charge and spin, the calculation gives 167.0 kcal/mol. The HOMO energy (alpha / beta) comes out at -3.58 / -3.74 eV. Its expectation value of S² is 2.0323.

The geometry in ORCA input format:
```
! RIJCOSX wB97M-V def2-TZVPD def2/J DEFGRID3
* xyz -1 3
W 0.842 -1.330 0.379
C 1.239 2.782 3.000
C 0.742 1.380 3.243
C 1.449 0.528 4.094
C 2.767 0.949 4.688
C 0.926 -0.722 4.428
C 1.693 -1.599 5.382
C -0.279 -1.155 3.859
C -0.946 -2.381 4.431
C -0.918 -0.362 2.879
C -2.266 -0.789 2.327
C -0.461 0.957 2.671
C -1.348 1.995 2.029
H 1.033 3.410 3.873
H 0.763 3.241 2.138
H 2.312 2.792 2.815
H 2.862 0.598 5.714
H 2.897 2.027 4.684
H 3.578 0.499 4.107
H 1.613 -1.234 6.410
H 2.744 -1.606 5.092
H 1.361 -2.631 5.352
H -0.258 -3.221 4.526
H -1.798 -2.740 3.860
H -1.290 -2.141 5.441
H -3.070 -0.401 2.962
H -2.387 -1.871 2.282
H -2.432 -0.402 1.322
H -0.901 2.421 1.128
H -1.495 2.812 2.739
H -2.327 1.598 1.779
Se 1.232 -5.421 -0.153
Sb 0.220 -3.642 1.222
Se 2.448 -2.209 1.895
Se -1.131 -2.342 -0.676
Se -0.818 -5.421 2.589
C 0.528 -1.625 -5.659
C 0.150 -0.144 -5.575
C -1.239 0.063 -6.166
C -1.747 1.466 -5.853
C -1.853 1.598 -4.361
C -2.899 2.283 -3.763
C -2.988 2.315 -2.383
F -4.000 2.996 -1.806
C -2.085 1.667 -1.579
C -1.006 1.000 -2.164
C -0.030 0.307 -1.374
O -0.174 0.129 -0.069
C 1.149 -0.092 -2.054
C 1.248 -0.037 -3.409
N 0.184 0.320 -4.177
C -0.892 0.964 -3.573
C 2.244 -0.864 -1.378
O 3.419 -0.577 -1.340
O 1.785 -2.042 -0.972
H 0.263 -2.010 -6.643
H -0.023 -2.196 -4.911
H 1.592 -1.792 -5.506
H 0.875 0.457 -6.139
H -1.923 -0.671 -5.731
H -1.195 -0.113 -7.242
H -2.721 1.639 -6.310
H -1.048 2.204 -6.262
H -3.641 2.783 -4.370
H -2.198 1.676 -0.507
H 2.157 -0.342 -3.905
Se 3.072 2.645 -0.499
C 2.438 1.290 0.340
N 1.958 0.331 0.829
*
```

natural (NBO) population analysis, charges in e, atoms 1 to 4: W 0.76; C -0.65; C -0.02; C 0.01